No. 1
Computed, not measured: C21H19BrN2O5PdSTe as an isolated structure at a distorted geometry, with ωB97M-V with the def2-TZVPD basis set.

Summary:
Energy above the lowest of the compared OMol25 structures with the same formula, charge and spin = 37.0 kJ/mol
Multiplicity = 3

Each line ends with the Löwdin charge.
CARTESIAN COORDINATES (ANGSTROEM)
Te  0.69826  -1.13479  -2.39275  1.134
Pd  -0.48689  -1.80283  -0.29802  0.493
Br  -5.36594  2.26752  3.34227  0.736
S  -0.35010  -2.72843  1.87764  0.313
O  -3.24376  -1.15328  -0.05675  -0.101
O  -0.80699  -1.33265  2.00467  -0.361
O  -1.36801  0.43663  -0.73958  -0.122
O  -1.31306  -3.54218  1.12192  -0.382
O  0.99739  -2.79719  1.29915  -0.378
N  0.09987  2.57339  -0.23330  0.155
N  -0.54297  4.11756  1.20617  0.176
C  4.13462  -4.34067  -3.76325  -0.088
C  -4.04637  1.68902  2.10141  -0.672
C  -3.26001  0.03414  0.57779  -0.227
C  -2.20191  0.89442  0.21530  -0.194
C  -0.85072  2.93395  0.60359  -0.225
C  -4.17098  -2.13283  0.37900  -0.061
C  -4.18831  0.43573  1.51475  -0.047
C  1.07957  3.54000  -0.17898  -0.206
C  -2.99495  2.51996  1.81735  -0.087
C  1.85038  -3.84678  -3.20518  -0.156
C  -0.25324  -3.39363  3.52498  -0.135
C  -2.03848  2.12833  0.86908  -0.057
C  2.80832  -4.73638  -3.66603  -0.086
C  4.50785  -3.06550  -3.36178  -0.089
C  2.21348  -2.54981  -2.85580  -0.615
C  3.55001  -2.16921  -2.91481  -0.158
C  3.09317  4.71526  -0.57866  -0.091
C  2.29657  3.62001  -0.84895  -0.007
C  1.48376  5.63868  0.99525  -0.021
C  0.68699  4.53203  0.73301  -0.179
C  2.69056  5.70709  0.32481  -0.094
H  -3.93485  -3.03465  -0.17619  0.097
H  5.54869  -2.77125  -3.40407  0.104
H  -1.11341  4.59856  1.87792  0.155
H  3.83677  -1.17101  -2.60641  0.090
H  2.58746  2.84327  -1.54312  0.111
H  0.81547  -4.15351  -3.11308  0.091
H  0.54321  -2.86119  4.03881  0.066
H  -0.53882  1.04893  -0.71582  0.065
H  1.17568  6.41032  1.68879  0.109
H  -5.19824  -1.82322  0.16799  0.099
H  4.05131  4.81391  -1.07182  0.101
H  4.87697  -5.02435  -4.15423  0.102
H  3.34269  6.55239  0.50135  0.101
H  -5.00581  -0.20640  1.80754  0.104
H  -4.05846  -2.33239  1.44679  0.102
H  2.51941  -5.74049  -3.94849  0.104
H  -2.91784  3.47134  2.32595  0.097
H  -1.20556  -3.22343  4.02043  0.065
H  -0.03281  -4.45437  3.44336  0.067

***

No. 2
Computed, not measured: BrCl2O8Sr as an isolated structure at a distorted geometry, with ωB97M-V with the def2-TZVPD basis set.

Summary:
Total energy = -112289.786 eV
Net charge = -1
Multiplicity = 1

Each line ends with the Löwdin charge.
CARTESIAN COORDINATES (ANGSTROEM)
Sr  -4.06011  -1.49393  7.39307  1.700
Br  -4.66007  -6.53832  6.07611  -0.566
Cl  -6.54107  -3.16129  7.70311  0.601
Cl  -2.92230  -3.07523  4.70542  0.707
O  -5.43970  -3.97217  7.97638  -0.418
O  -6.19453  -2.71578  6.39275  -0.440
O  -7.80141  -4.04772  7.79551  -0.343
O  -6.85664  -2.01363  8.55750  -0.409
O  -1.80659  -3.04147  3.84499  -0.302
O  -3.55387  -4.36088  4.76046  -0.448
O  -3.85387  -1.95763  4.44175  -0.431
O  -2.43004  -2.52451  6.06617  -0.650

***

No. 3
Computed, not measured: an isolated molecule of C4H10SSi at a distorted geometry, with ωB97M-V with the def2-TZVPD basis set.

Summary:
Energy above the lowest of the compared OMol25 structures with the same formula, charge and spin = 91.9 kJ/mol
SMILES string = CCCC[SiH]=S
Multiplicity = 1

Each line ends with the Löwdin charge.
CARTESIAN COORDINATES (ANGSTROEM)
S  1.41429  -3.50644  -0.99028  0.138
Si  1.56910  -1.55979  -0.95167  0.236
C  -1.01368  0.90164  1.76692  -0.105
C  0.36027  -0.14571  -1.66599  -0.345
C  0.11199  0.77672  -0.46695  -0.351
C  -0.82563  0.02826  0.52988  -0.315
H  0.75317  0.40000  -2.51083  0.046
H  -1.61055  0.35131  2.55781  0.103
H  2.40867  -0.70428  0.04369  -0.030
H  -0.22515  -0.94742  0.83342  0.102
H  -1.27841  1.82412  1.34489  0.050
H  1.04530  0.95533  0.10289  0.072
H  -1.69997  -0.42571  -0.00471  0.115
H  0.00489  0.94991  2.09057  0.060
H  -0.63247  -0.66224  -1.97806  0.098
H  -0.38185  1.76430  -0.70157  0.126